Formula: C36H117N9O18
Source: the OMol25 dataset
Level of theory: ωB97M-V/def2-TZVPD

Summary:
energy above the lowest of the compared OMol25 structures with the same formula, charge and spin: 163.1 kcal per mole
Kohn-Sham gap: 8.71 eV
maximum force: 4.05 eV/A
HOMO level: -8.72 eV

```
180
C36H117N9O18 (ωB97M-V/def2-TZVPD)
O 3.87 -0.22 1.83
H 3.61 0.06 2.70
H 4.62 -0.79 1.97
O 2.17 5.04 -3.64
H 1.70 5.79 -3.27
H 2.97 5.41 -4.00
O -1.37 1.10 3.20
H -1.85 1.93 3.12
H -1.44 0.71 2.33
O 1.83 0.80 3.46
H 2.05 1.36 4.20
H 0.95 1.07 3.21
O -1.57 1.61 -4.24
H -0.72 1.45 -3.84
H -1.86 0.75 -4.55
O -3.45 -3.88 -0.16
H -3.44 -3.39 0.66
H -3.34 -3.21 -0.84
O -4.14 -1.42 -0.85
H -4.83 -2.08 -0.91
H -4.14 -1.01 -1.71
O 0.52 4.00 -5.65
H 0.27 3.27 -5.08
H 1.41 4.23 -5.37
O 3.72 0.16 -1.11
H 3.46 -0.66 -1.52
H 3.55 0.02 -0.18
C -1.50 -4.65 -3.13
C -2.09 -6.14 -3.28
C -2.04 -6.70 -4.81
O -2.96 -7.85 -4.77
C -3.16 -8.42 -6.04
N -1.44 -7.07 -2.42
H -1.26 -4.21 -2.17
H -2.23 -4.05 -3.68
H -0.58 -4.74 -3.72
H -3.10 -6.09 -2.88
H -1.03 -7.01 -5.06
H -2.45 -5.99 -5.53
H -3.83 -7.85 -6.68
H -3.62 -9.38 -5.81
H -2.24 -8.67 -6.57
H -1.86 -7.98 -2.45
H -1.55 -6.72 -1.47
C 1.62 -0.42 -5.99
C 1.16 -0.82 -4.63
C 2.10 -1.83 -4.03
O 3.47 -1.35 -4.12
C 4.32 -2.26 -3.40
N 1.18 0.32 -3.70
H 1.55 -1.37 -6.52
H 2.59 0.08 -6.05
H 0.84 0.23 -6.38
H 0.13 -1.18 -4.63
H 2.04 -2.76 -4.59
H 1.74 -2.07 -3.02
H 4.21 -3.23 -3.90
H 4.05 -2.34 -2.35
H 5.37 -1.99 -3.37
H 2.11 0.55 -3.37
H 0.66 0.05 -2.87
C -0.72 -4.08 2.50
C -2.14 -3.93 3.02
C -2.24 -4.07 4.51
O -2.80 -5.35 4.86
C -2.01 -6.53 4.77
N -2.80 -2.72 2.53
H -0.16 -4.96 2.79
H 0.00 -3.36 2.88
H -0.55 -3.88 1.44
H -2.83 -4.68 2.63
H -2.99 -3.47 5.01
H -1.32 -3.83 5.04
H -1.34 -6.74 5.61
H -1.39 -6.27 3.92
H -2.54 -7.45 4.55
H -2.41 -1.92 2.99
H -3.74 -2.70 2.90
C -0.02 -1.63 -0.69
C -0.26 -0.61 0.49
C 0.38 0.76 0.20
O 0.01 1.13 -1.17
C 0.69 2.44 -1.55
N -1.67 -0.55 0.86
H -0.58 -2.50 -0.35
H 1.06 -1.78 -0.65
H -0.32 -1.32 -1.69
H 0.30 -0.90 1.39
H 1.44 0.72 0.47
H -0.06 1.51 0.86
H 0.35 3.25 -0.91
H 0.70 2.65 -2.62
H 1.75 2.33 -1.33
H -2.22 -0.58 0.02
H -1.89 -1.46 1.23
C -5.69 1.20 3.04
C -5.25 0.04 2.12
C -5.78 -1.37 2.52
O -5.32 -1.83 3.81
C -5.75 -3.02 4.31
N -5.53 0.45 0.76
H -6.77 1.24 3.07
H -5.40 2.19 2.68
H -5.36 0.98 4.05
H -4.17 0.04 2.20
H -5.70 -2.15 1.76
H -6.87 -1.40 2.47
H -6.81 -2.89 4.52
H -5.24 -3.35 5.22
H -5.74 -3.80 3.54
H -6.45 0.03 0.67
H -5.09 -0.15 0.08
C 3.70 -3.86 2.55
C 4.83 -3.64 1.50
C 4.44 -3.44 0.02
O 3.66 -4.48 -0.60
C 2.37 -4.63 -0.10
N 5.66 -2.58 1.96
H 4.08 -3.92 3.57
H 3.12 -4.78 2.47
H 2.93 -3.09 2.44
H 5.42 -4.56 1.44
H 5.38 -3.40 -0.53
H 3.86 -2.56 -0.24
H 1.70 -4.84 -0.94
H 1.83 -3.78 0.30
H 2.21 -5.35 0.70
H 5.75 -2.68 2.96
H 6.53 -2.63 1.46
C 5.65 4.77 -2.90
C 5.41 5.04 -1.40
C 4.65 3.89 -0.68
O 3.93 4.18 0.46
C 3.66 3.01 1.20
N 6.77 5.24 -0.83
H 4.76 4.78 -3.53
H 6.06 3.76 -3.02
H 6.48 5.39 -3.24
H 4.84 5.97 -1.31
H 5.44 3.14 -0.63
H 4.00 3.59 -1.50
H 3.16 2.15 0.75
H 3.10 3.26 2.10
H 4.57 2.48 1.51
H 7.22 6.02 -1.29
H 7.34 4.41 -0.86
C -3.32 4.03 -1.45
C -3.39 3.45 0.02
C -2.51 4.39 1.02
O -2.78 3.86 2.32
C -2.31 4.55 3.44
N -4.76 3.52 0.43
H -2.31 4.26 -1.79
H -3.87 4.95 -1.66
H -3.54 3.25 -2.17
H -2.85 2.51 0.12
H -2.85 5.41 1.18
H -1.43 4.36 0.87
H -1.32 4.22 3.75
H -2.95 4.27 4.27
H -2.36 5.61 3.19
H -4.64 3.49 1.43
H -5.24 2.65 0.27
C 1.18 5.31 1.75
C 1.32 6.81 1.44
C 1.27 7.82 2.59
O 0.20 7.62 3.51
C 0.12 8.78 4.40
N 2.48 6.93 0.61
H 1.96 4.97 2.42
H 1.06 4.74 0.82
H 0.34 5.14 2.42
H 0.66 7.24 0.69
H 1.27 8.84 2.20
H 2.20 7.80 3.16
H -0.15 9.65 3.79
H 1.10 8.94 4.84
H -0.56 8.54 5.22
H 3.27 7.24 1.15
H 2.67 6.00 0.27
```

=====

Formula: C32H25F6N5O4Sn
Source: the OMol25 dataset
Level of theory: ωB97M-V/def2-TZVPD

Summary:
energy above the lowest of the compared OMol25 structures with the same formula, charge and spin: 46.2 kcal per mole
Kohn-Sham gap: 6.45 eV
maximum force: 2.69 eV/A
HOMO level: -7.73 eV

```
73
C32H25F6N5O4Sn (ωB97M-V/def2-TZVPD)
Sn 0.40 0.56 -0.11
C -1.42 2.64 -3.86
C -0.63 2.13 -2.69
N -0.87 1.03 -2.13
N -1.82 0.15 -2.37
C -1.55 -1.06 -1.86
O -0.42 -1.35 -1.38
C -2.65 -2.05 -1.90
C -2.42 -3.31 -1.35
C -3.45 -4.23 -1.28
C -4.71 -3.90 -1.76
C -4.94 -2.65 -2.32
C -3.91 -1.72 -2.39
C 0.57 2.83 -2.18
C 0.95 4.08 -2.63
C 2.16 4.61 -2.21
C 2.97 3.88 -1.35
C 2.49 2.67 -0.88
N 1.32 2.17 -1.28
H -2.22 1.95 -4.07
H -0.78 2.73 -4.74
H -1.85 3.62 -3.64
H -1.43 -3.53 -0.97
H -3.27 -5.21 -0.85
H -5.52 -4.62 -1.68
H -5.92 -2.40 -2.70
H -4.08 -0.74 -2.80
H 0.31 4.64 -3.30
H 2.48 5.59 -2.56
H 3.94 4.24 -1.05
H 3.05 2.06 -0.18
O 1.04 2.27 1.22
C 0.89 2.25 2.51
C 0.33 3.36 3.19
C 0.23 3.39 4.55
C 0.69 2.31 5.33
C 1.24 1.23 4.70
C 1.34 1.16 3.29
C 1.97 0.04 2.70
N 2.08 -0.17 1.42
N 2.71 -1.26 1.00
C 2.94 -1.21 -0.30
O 2.49 -0.28 -1.03
C 3.67 -2.37 -0.89
C 4.02 -3.47 -0.12
C 4.62 -4.57 -0.72
C 4.87 -4.57 -2.08
C 4.54 -3.45 -2.85
C 3.95 -2.36 -2.25
H -0.02 4.19 2.57
H -0.22 4.25 5.05
H 0.62 2.34 6.41
H 1.59 0.39 5.29
H 2.48 -0.65 3.37
H 3.81 -3.46 0.94
H 4.89 -5.43 -0.12
H 5.32 -5.43 -2.56
H 4.76 -3.44 -3.91
H 3.68 -1.48 -2.82
C -2.48 1.51 2.56
C -2.33 0.16 1.85
O -1.43 0.16 0.82
C -1.94 -0.90 2.90
F -0.76 -0.58 3.46
F -1.80 -2.13 2.39
F -2.82 -1.00 3.91
C -3.72 -0.21 1.27
F -4.70 -0.13 2.19
F -4.04 0.65 0.28
F -3.77 -1.44 0.76
H -1.50 1.84 2.88
H -3.14 1.43 3.43
H -2.89 2.23 1.86
```